# 1
{"formula": "C36H39BN12PtSSb", "method": "wB97M-V/def2-TZVPD", "energy_ha": -2834.38276, "charge": 2, "lumo_energy_ev": [-7.8, -7.6], "spin_multiplicity": 2, "s_squared": 0.766, "elements": ["Pt", "Sb", "S", "N", "N", "N", "N", "N", "N", "N", "N", "N", "N", "N", "N", "C", "C", "C", "C", "C", "C", "C", "C", "C", "C", "C", "C", "C", "C", "C", "C", "C", "C", "C", "C", "C", "C", "C", "C", "C", "C", "C", "C", "C", "C", "C", "C", "C", "C", "C", "C", "B", "H", "H", "H", "H", "H", "H", "H", "H", "H", "H", "H", "H", "H", "H", "H", "H", "H", "H", "H", "H", "H", "H", "H", "H", "H", "H", "H", "H", "H", "H", "H", "H", "H", "H", "H", "H", "H", "H", "H"], "coordinates": [[0.309, -0.544, 1.453], [-0.031, 2.499, -1.610], [0.246, 1.878, 0.671], [2.020, -0.715, 2.855], [2.058, -0.942, 0.166], [3.491, -4.848, 0.714], [2.715, -2.091, 0.327], [-3.979, -0.640, 3.011], [-4.228, 0.591, 1.002], [3.834, -3.881, 1.588], [-4.030, -1.772, 0.908], [-2.092, -0.446, 1.509], [1.460, -3.446, 2.110], [2.964, -1.669, 2.775], [0.297, -2.781, 2.175], [0.095, -4.690, 3.317], [3.384, -1.212, -1.591], [1.295, 6.542, -0.599], [-2.597, -1.648, 0.796], [4.505, -5.662, 0.571], [-4.337, 3.152, -1.916], [-2.993, 3.259, -1.600], [2.246, 0.025, 3.928], [0.436, 4.574, -1.643], [-2.794, 0.711, 0.901], [-0.534, -3.524, 2.903], [5.090, -4.119, 2.031], [-4.772, 2.171, -2.794], [-2.546, -0.489, 2.925], [0.690, 0.098, -3.419], [1.364, -4.599, 2.791], [2.341, 1.493, -5.161], [-4.395, -1.853, 2.316], [-2.516, 1.396, -3.058], [3.789, -1.535, 3.828], [5.562, -5.252, 1.401], [3.370, -0.462, 4.589], [-2.096, 2.363, -2.160], [2.463, -0.381, -0.964], [1.245, -0.545, -4.512], [-4.632, 0.509, 2.402], [0.033, 5.306, -2.747], [1.072, 5.175, -0.570], [3.518, -2.285, -0.736], [1.787, 2.146, -4.070], [0.955, 1.444, -3.218], [-4.676, -0.612, 0.313], [-3.861, 1.308, -3.380], [0.260, 6.672, -2.768], [0.883, 7.288, -1.692], [2.059, 0.156, -5.388], [2.791, -2.790, 1.709], [-3.909, -2.721, 2.764], [-5.475, -1.970, 2.406], [4.625, -2.180, 3.986], [2.480, -0.340, -6.249], [2.179, -5.290, 2.859], [1.046, -1.594, -4.674], [0.081, -0.460, -2.714], [-4.417, -0.551, -0.746], [2.144, 0.600, -1.246], [1.045, 8.355, -1.707], [2.995, 2.033, -5.828], [1.609, 0.854, 4.179], [-2.476, 1.628, 1.405], [-5.820, 2.085, -3.033], [-2.071, -1.317, 3.454], [6.503, -5.746, 1.532], [-2.329, -1.554, -0.260], [-2.243, 0.448, 3.403], [-5.042, 3.837, -1.475], [5.588, -3.499, 2.749], [-0.317, -5.474, 3.914], [-4.187, 0.567, -4.093], [1.786, 7.019, 0.238], [4.125, -3.159, -0.837], [-0.057, 7.252, -3.622], [-2.121, -2.542, 1.202], [2.010, 3.190, -3.892], [-5.718, 0.398, 2.471], [-1.808, 0.723, -3.524], [-4.339, 1.422, 2.926], [-0.462, 4.822, -3.581], [-1.535, -3.215, 3.120], [3.887, -1.031, -2.518], [-2.531, 0.763, -0.160], [-2.644, 4.035, -0.929], [4.450, -6.504, -0.089], [3.801, -0.085, 5.492], [-5.759, -0.704, 0.404], [1.384, 4.585, 0.282]], "atomic_forces_ev_per_a": [[0.033, -0.900, -0.999], [-0.537, -0.073, -1.036], [0.442, -1.345, 0.758], [-0.887, 0.591, -0.508], [-1.240, 0.645, 0.869], [-1.447, -0.024, -0.987], [0.086, -0.534, -0.027], [0.051, -0.020, 0.730], [-0.304, 0.523, -0.243], [0.106, -0.110, 0.348], [0.046, -0.559, -0.268], [1.729, -0.117, 0.176], [0.171, -0.393, -0.048], [0.488, -0.175, -0.104], [0.001, 1.776, -0.683], [-0.035, 0.303, -0.181], [-0.135, 0.061, 0.314], [0.029, -0.008, 0.070], [-0.183, -0.762, -0.421], [0.368, 0.382, 0.687], [0.006, 0.080, 0.108], [0.005, 0.094, 0.150], [0.223, -0.008, 0.242], [0.001, -0.712, 0.225], [-0.192, 0.966, -0.519], [-0.192, -0.109, 0.256], [0.758, -0.280, -0.027], [-0.019, -0.013, -0.036], [-0.272, -0.087, 0.812], [-0.127, -0.183, 0.036], [-0.345, 0.060, 0.023], [0.030, 0.045, -0.058], [0.045, -0.047, 0.046], [0.107, -0.212, -0.135], [-0.138, 0.360, 0.123], [-0.073, 0.264, 0.246], [-0.119, -0.034, -0.150], [0.884, 0.094, 0.244], [0.157, 0.201, -0.158], [-0.108, -0.070, 0.058], [0.144, 0.073, -0.043], [-0.183, -0.137, -0.254], [0.083, -0.119, 0.218], [-0.045, 0.284, -0.158], [0.060, 0.281, 0.062], [-0.352, 0.364, 0.847], [0.125, 0.059, -0.076], [0.014, -0.090, -0.018], [0.000, 0.029, -0.014], [-0.007, -0.022, -0.026], [0.051, 0.046, -0.026], [0.058, -0.167, -0.253], [-0.042, -0.002, 0.038], [0.031, -0.009, 0.021], [0.118, -0.242, -0.015], [0.054, -0.066, -0.057], [0.215, -0.029, -0.078], [-0.028, -0.074, -0.028], [-0.012, -0.029, -0.067], [0.013, 0.018, 0.009], [-0.125, -0.049, 0.015], [0.034, 0.093, -0.006], [0.032, 0.040, -0.069], [-0.059, 0.067, -0.025], [0.047, -0.171, -0.100], [-0.094, 0.040, -0.030], [0.076, 0.068, -0.154], [0.230, 0.074, 0.100], [0.070, 0.014, 0.083], [-0.018, -0.099, -0.062], [-0.108, 0.096, 0.041], [0.086, 0.150, 0.073], [-0.118, -0.232, 0.110], [-0.075, -0.073, -0.054], [0.010, 0.039, 0.007], [0.144, -0.200, 0.164], [-0.006, 0.042, -0.047], [-0.031, 0.162, -0.068], [0.029, 0.070, -0.026], [0.136, 0.016, -0.029], [-0.034, 0.002, -0.034], [-0.011, -0.050, -0.021], [-0.055, 0.054, -0.055], [-0.185, 0.074, -0.018], [0.126, -0.017, -0.165], [0.091, 0.008, 0.186], [-0.083, 0.033, 0.058], [-0.079, -0.182, -0.141], [0.160, 0.062, 0.194], [0.057, -0.015, -0.002], [0.042, 0.051, 0.058]], "lowdin_spin": [0.680, 0.001, -0.024, 0.167, 0.119, 0.000, 0.008, -0.001, -0.004, 0.000, -0.002, -0.020, 0.000, 0.012, 0.016, 0.000, 0.003, 0.000, 0.004, 0.000, 0.000, 0.000, 0.011, -0.001, 0.001, 0.003, 0.000, 0.000, 0.006, 0.000, 0.002, 0.000, 0.000, 0.000, -0.001, 0.000, 0.004, 0.001, 0.008, 0.000, 0.000, 0.000, -0.001, -0.001, 0.000, 0.001, 0.000, 0.000, 0.000, 0.000, 0.000, 0.001, 0.000, 0.000, 0.001, 0.000, 0.000, 0.000, 0.000, 0.000, 0.000, 0.000, 0.000, 0.001, 0.000, 0.000, 0.001, 0.000, 0.002, 0.001, 0.000, 0.000, 0.000, 0.000, 0.000, 0.000, 0.000, 0.000, 0.000, 0.000, 0.000, 0.000, 0.000, 0.000, 0.001, 0.000, 0.000, 0.000, 0.001, 0.000, -0.001]}


# 2
{"formula": "C44H68Br19F5N2O6", "method": "wB97M-V/def2-TZVPD", "energy_ha": -51683.50361, "lumo_energy_ev": -0.4, "spin_multiplicity": 1, "elements": ["Br", "Br", "Br", "Br", "Br", "Br", "Br", "Br", "Br", "Br", "Br", "Br", "Br", "Br", "Br", "Br", "Br", "Br", "Br", "F", "F", "F", "F", "F", "O", "O", "O", "O", "O", "O", "N", "N", "C", "C", "C", "C", "C", "C", "C", "C", "C", "C", "C", "C", "C", "C", "C", "C", "C", "C", "C", "C", "C", "C", "C", "C", "C", "C", "C", "C", "C", "C", "C", "C", "C", "C", "C", "C", "C", "C", "C", "C", "C", "C", "C", "C", "H", "H", "H", "H", "H", "H", "H", "H", "H", "H", "H", "H", "H", "H", "H", "H", "H", "H", "H", "H", "H", "H", "H", "H", "H", "H", "H", "H", "H", "H", "H", "H", "H", "H", "H", "H", "H", "H", "H", "H", "H", "H", "H", "H", "H", "H", "H", "H", "H", "H", "H", "H", "H", "H", "H", "H", "H", "H", "H", "H", "H", "H", "H", "H", "H", "H", "H", "H"], "coordinates": [[3.336, -7.128, -4.891], [3.189, 6.056, 5.267], [-5.967, 4.162, 4.976], [-1.875, 7.790, -5.193], [-0.432, 5.997, 4.560], [4.846, -10.226, -0.756], [0.416, -12.736, -1.696], [-2.552, 5.199, -7.732], [-6.896, 5.910, 8.093], [4.951, -5.717, 2.684], [-5.935, 3.823, 0.524], [-3.101, 6.177, 6.889], [-0.002, 0.347, 2.476], [2.091, -16.016, -1.456], [-7.826, 0.756, 1.319], [6.494, -3.414, 1.117], [-1.214, 3.252, 8.153], [6.125, -9.190, -6.148], [3.172, -6.947, -0.999], [6.402, -4.020, 4.383], [1.832, 3.591, -0.585], [5.965, -1.721, 3.243], [-0.231, -2.072, -3.800], [4.136, -3.784, 4.647], [1.956, -1.803, -3.303], [1.275, -1.562, 0.427], [-2.759, 2.005, -1.945], [5.147, -2.702, -1.979], [1.848, 0.908, 0.549], [-0.373, 1.636, -0.128], [-1.278, 3.265, 1.535], [3.458, -1.274, -0.747], [0.891, 3.831, 0.508], [0.785, -1.465, -2.949], [1.541, 3.753, 1.968], [-6.795, 2.543, -0.669], [0.239, 4.090, -5.612], [-2.752, 4.173, 8.918], [5.703, -7.318, -6.493], [5.028, -7.371, -0.583], [5.187, -6.636, -5.250], [-1.078, 2.753, -3.561], [5.525, -8.523, -1.421], [-1.546, 7.810, -7.115], [-1.903, -2.341, -0.837], [2.770, -14.312, -2.118], [-3.730, 4.595, 7.849], [2.272, -13.162, -1.280], [-7.472, 5.348, 5.342], [3.153, 3.454, 1.933], [-1.156, 3.766, -0.979], [2.375, -2.157, -0.200], [-0.500, 2.970, 0.318], [5.271, -2.817, 2.562], [-7.062, 6.491, 6.239], [-1.058, -3.664, -1.291], [4.419, -1.940, -1.298], [-3.275, 1.543, 1.479], [0.511, -0.400, -1.807], [-1.758, 2.767, -2.086], [-2.734, 3.056, 1.487], [-2.669, 7.140, -7.869], [-8.107, 2.063, -0.100], [-2.716, -1.631, -2.044], [1.678, 6.362, 6.461], [-0.293, 1.456, -5.867], [3.109, -3.081, 0.943], [-0.991, 1.456, -4.453], [5.141, -3.999, 3.660], [0.537, 5.425, 6.150], [-1.131, -1.360, 0.159], [-0.455, 4.057, -4.221], [0.355, 2.774, -6.456], [0.322, -0.793, -0.302], [3.874, -2.209, 2.061], [0.400, 0.674, 0.508], [2.205, 0.644, 1.425], [-2.365, 5.008, 9.503], [-6.957, 3.088, -1.600], [3.682, 3.987, 1.069], [0.891, 2.737, -7.477], [0.856, 4.397, 5.976], [0.021, -3.492, -0.951], [-4.679, 4.895, 8.295], [-1.181, -3.927, -2.396], [-7.832, 7.264, 6.252], [-1.802, -0.451, 0.337], [-0.202, 5.440, 6.952], [3.404, 2.344, 2.034], [-1.911, 4.579, -0.633], [1.470, 4.812, 2.444], [6.645, -6.870, -6.814], [2.829, -12.251, -1.508], [1.410, 7.415, 6.372], [1.353, 0.397, -1.906], [2.322, -13.354, -0.208], [-0.441, 0.166, -2.165], [-8.267, 4.732, 5.762], [5.761, -6.879, -4.354], [-3.158, 3.514, 2.474], [3.723, -3.934, 0.486], [3.857, -14.395, -2.050], [-8.715, 2.864, 0.321], [1.032, 3.051, 2.711], [2.097, -2.929, -1.025], [2.480, -14.241, -3.167], [-3.211, 3.445, 9.590], [-2.473, -0.524, -2.201], [-3.913, 3.823, 7.101], [-0.980, -1.991, 1.123], [-8.685, 1.535, -0.861], [-0.489, 5.053, -3.630], [-3.857, -1.666, -1.819], [-3.659, 7.425, -7.513], [6.612, -8.607, -1.354], [-1.140, 4.285, 1.715], [-2.596, 7.355, -8.937], [5.172, -5.553, -5.383], [-3.324, 3.616, 0.655], [-6.108, 6.939, 5.960], [-7.783, 5.720, 4.364], [-1.482, 8.867, -7.380], [-6.078, 1.740, -0.843], [-0.249, 0.466, -6.445], [3.187, -2.166, 2.998], [3.556, 3.955, 2.903], [5.585, -6.461, -0.812], [-0.576, 7.339, -7.277], [-2.839, 0.861, 2.285], [5.079, -7.562, 0.489], [4.066, -1.115, 1.774], [-3.217, 1.136, 0.411], [0.695, 5.071, -6.023], [-2.749, -2.804, -0.180], [-4.412, 1.615, 1.718], [-1.422, 0.473, -4.062], [-0.344, 4.380, -1.541], [-1.429, -4.595, -0.701], [2.067, 6.173, 7.464], [0.556, 4.934, 0.356], [-2.603, -2.266, -3.011], [2.222, -3.596, 1.493], [5.234, -8.454, -2.470], [4.995, -7.299, -7.321]], "atomic_forces_ev_per_a": [[0.147, -0.051, 0.012], [-0.055, 0.095, -0.007], [-0.161, -0.030, -0.016], [0.093, -0.062, -0.063], [0.171, -0.044, -0.158], [-0.001, 0.077, -0.081], [0.064, -0.044, 0.100], [-0.078, 0.117, 0.046], [-0.343, 0.213, -0.062], [-0.510, 0.725, 1.435], [-0.322, 0.017, -0.067], [-0.165, -0.197, 0.168], [-0.173, 0.203, -0.536], [-0.013, 0.056, -0.102], [-0.028, 0.131, 0.003], [-0.552, 0.860, 0.698], [-0.057, -0.113, 0.165], [-0.081, 0.056, -0.035], [0.057, 0.017, 0.212], [-3.150, -0.180, -1.606], [-1.739, 0.101, 1.919], [-1.410, -2.152, -1.154], [1.378, 1.949, 2.395], [2.271, -0.518, -2.624], [-5.863, 1.735, 1.929], [0.991, -0.058, -1.603], [3.565, 2.648, 0.119], [-3.500, 4.756, 3.994], [-1.897, 0.962, -0.055], [0.885, -1.042, 1.302], [0.023, -0.038, -0.847], [3.721, -2.393, -1.994], [-0.319, 0.396, 0.323], [5.237, -2.241, -2.471], [1.743, 0.703, 0.102], [0.021, 0.257, -0.117], [-1.216, -3.380, 1.059], [-0.038, -0.179, -0.006], [0.316, -0.098, 0.011], [-0.124, 0.265, -0.190], [-0.319, 0.228, -0.057], [2.088, 0.339, -3.628], [0.209, -0.168, 0.107], [-0.085, 0.260, 0.142], [-1.428, -1.036, 0.224], [0.181, -0.195, 0.149], [0.059, 0.167, 0.195], [-0.069, 0.276, -0.155], [0.157, -0.034, -0.228], [-0.373, 0.832, 1.368], [0.209, 0.080, -1.331], [1.772, -3.258, 0.573], [0.550, 3.844, -1.373], [-0.218, 1.746, 1.202], [-0.182, 0.118, 0.080], [-0.282, 0.063, 0.971], [-1.204, -2.053, -2.107], [-1.017, 0.628, -0.206], [-0.820, 1.063, -1.623], [-2.103, -1.314, -1.400], [-2.293, -0.246, 1.093], [0.046, -0.240, -0.255], [-0.061, -0.296, -0.012], [-0.778, -0.655, -0.142], [0.232, -0.131, 0.039], [-0.070, 3.232, 2.109], [-1.837, 0.059, 0.829], [1.329, 2.887, -1.135], [1.659, 0.643, 1.501], [-0.130, 0.234, 0.008], [-0.113, -0.944, -0.922], [0.377, -2.212, -1.087], [-2.037, -0.341, 3.648], [-2.578, 1.273, 1.847], [-0.216, -0.307, 0.672], [2.666, -1.402, 0.015], [-0.673, 0.193, -0.830], [-0.096, -0.087, -0.154], [-0.027, -0.084, 0.106], [-0.886, -1.145, 1.118], [-1.033, 0.160, 1.941], [0.020, 0.196, 0.027], [-1.283, -0.509, -0.944], [0.350, -0.145, -0.072], [0.483, 0.628, 1.566], [0.049, -0.127, -0.021], [0.879, -1.402, -0.061], [0.122, 0.073, -0.153], [-0.304, 1.658, -0.566], [0.948, -1.802, -0.543], [-0.095, -1.795, -0.910], [-0.118, -0.008, 0.077], [-0.043, -0.147, -0.026], [-0.041, -0.201, -0.029], [-1.143, -1.742, 0.123], [0.009, -0.076, -0.201], [1.530, -1.085, 1.032], [0.143, 0.148, 0.011], [-0.013, -0.010, -0.211], [0.903, -0.647, -1.613], [-0.695, 1.577, 0.423], [-0.124, 0.076, 0.020], [0.179, -0.073, -0.082], [0.532, 0.807, -1.436], [0.040, 1.584, 1.203], [-0.015, 0.070, 0.204], [-0.003, 0.091, -0.113], [-0.169, -1.632, 0.085], [0.105, 0.110, 0.152], [-0.092, 1.529, -1.561], [0.116, 0.085, 0.039], [0.018, -1.894, -1.152], [1.959, 0.150, -0.218], [0.220, 0.016, 0.023], [-0.122, 0.053, 0.027], [0.108, -1.238, -0.015], [0.041, 0.042, 0.139], [0.043, -0.127, -0.020], [1.418, -0.949, 1.104], [-0.107, -0.176, 0.018], [0.044, 0.023, 0.137], [-0.039, -0.133, -0.007], [-0.136, 0.086, 0.082], [-0.040, 1.765, 0.995], [1.302, -0.069, -1.509], [-0.575, -0.924, -1.597], [-0.004, -0.118, 0.008], [-0.212, -0.002, -0.028], [-0.288, 1.041, -1.363], [0.044, -0.118, -0.228], [-0.064, -1.804, 0.075], [0.161, 0.280, 1.614], [-0.961, -1.875, 0.905], [1.462, 1.005, -0.987], [1.905, -0.081, -0.434], [0.601, 1.586, -0.688], [-1.174, -1.367, 1.107], [0.623, 1.661, -0.915], [-0.105, -0.031, -0.104], [0.578, -1.893, 0.153], [0.010, 1.426, 1.544], [1.545, 0.675, -0.970], [-0.061, 0.037, 0.177], [0.040, 0.030, 0.215]], "lowdin_charge": [0.600, 0.615, 0.636, 0.600, 0.595, 0.644, 0.600, 0.618, 0.687, 0.762, 0.684, 0.611, 0.846, 0.593, 0.600, 0.768, 0.675, 0.595, 0.597, -0.042, -0.054, -0.080, -0.013, 0.006, 0.070, -0.109, 0.013, 0.064, -0.084, -0.036, -0.015, 0.152, -0.184, -0.242, -0.185, -0.663, -0.100, -0.663, -0.693, -0.704, -0.692, -0.060, -0.681, -0.692, -0.344, -0.697, -0.715, -0.712, -0.670, -0.094, -0.008, -0.325, -0.374, -0.690, -0.662, -0.066, -0.214, -0.118, 0.015, -0.257, -0.286, -0.695, -0.692, -0.086, -0.681, -0.045, -0.118, -0.012, -0.709, -0.732, -0.115, -0.026, -0.066, -0.333, -0.138, -0.622, 0.046, 0.056, 0.060, 0.084, 0.093, 0.046, 0.059, -0.063, 0.075, 0.059, 0.088, -0.046, 0.060, 0.142, 0.073, 0.058, -0.003, 0.054, 0.170, 0.054, 0.107, 0.054, 0.038, 0.124, 0.066, 0.057, 0.050, 0.075, 0.157, 0.052, 0.060, 0.044, 0.018, 0.126, 0.058, 0.082, 0.086, 0.051, 0.063, 0.114, 0.057, 0.062, 0.030, 0.035, 0.060, 0.057, 0.055, 0.090, 0.137, 0.046, 0.056, 0.046, 0.046, 0.001, 0.129, 0.057, 0.091, 0.129, 0.047, 0.075, 0.104, 0.089, 0.060, 0.154, 0.078, 0.136, 0.025, 0.052]}


Question: Number 1 is which compound?
Answer: C36H39BN12PtSSb